No. 1
Computed, not measured: a structure of composition C49H42N5O6P2TeW, with ωB97M-V with the def2-TZVPD basis set.

Last column: Mulliken charge in e.
Positions of all 106 atoms, in Å:
W -0.012 0.009 -0.044  1.660
C -3.639 4.699 -1.539  -1.451
O -2.833 3.665 -1.025  0.379
C -2.051 3.944 0.061  0.542
C -2.114 5.170 0.721  -0.783
C -1.351 5.385 1.871  -0.985
C -0.578 4.378 2.378  -1.355
C -0.514 3.115 1.733  1.814
C 0.117 2.051 2.387  -1.879
N 0.182 0.765 1.946  1.258
N 0.886 -0.017 2.878  -1.509
C 1.583 -0.886 2.240  0.300
O 1.571 -0.932 0.927  -0.719
C 2.476 -1.832 2.935  0.499
C 2.687 -1.727 4.310  -0.636
C 3.536 -2.610 4.952  -0.634
C 4.183 -3.607 4.230  -0.390
C 3.971 -3.718 2.864  -0.859
C 3.121 -2.835 2.215  -0.116
C -1.185 2.926 0.494  0.167
O -1.023 1.796 -0.224  -0.330
H -4.382 5.031 -0.806  0.325
H -4.150 4.281 -2.403  0.505
H -3.037 5.559 -1.852  0.455
H -2.761 5.952 0.357  0.546
H -1.397 6.346 2.370  0.394
H -0.030 4.509 3.304  0.403
H 0.579 2.224 3.351  0.365
H 2.173 -0.949 4.858  0.416
H 3.696 -2.523 6.019  0.371
H 4.848 -4.298 4.734  0.375
H 4.465 -4.497 2.297  0.399
H 2.945 -2.915 1.151  0.352
N 1.590 1.595 -0.239  -0.462
C 2.514 1.441 -1.369  -0.565
C 2.506 -0.007 -1.819  0.202
O 3.455 -0.482 -2.436  -0.775
N 1.365 -0.647 -1.518  0.285
C 1.387 -2.067 -1.798  -0.866
C 0.350 -2.782 -0.962  0.108
O 0.152 -3.977 -1.067  -0.776
O -0.365 -2.008 -0.188  -0.700
H 1.118 2.493 -0.264  0.177
H 2.074 1.521 0.649  0.332
H 3.530 1.747 -1.123  0.403
H 2.160 2.050 -2.202  0.098
H 2.371 -2.496 -1.593  0.591
H 1.179 -2.284 -2.854  0.487
Te -4.772 -0.793 -2.337  0.523
C -5.839 0.984 -2.756  -0.018
C -6.767 1.020 -3.793  -0.533
C -7.523 2.166 -3.986  -0.333
N -7.423 3.257 -3.233  -0.670
C -6.522 3.219 -2.253  -0.738
C -5.709 2.131 -1.978  0.668
C -3.037 -0.026 -1.506  -1.081
P -2.621 -0.424 0.169  1.603
C -3.143 -2.118 0.594  1.100
C -3.485 -2.441 1.904  -0.924
C -3.809 -3.745 2.245  -0.789
C -3.796 -4.741 1.280  -0.665
C -3.444 -4.431 -0.025  -1.081
C -3.115 -3.129 -0.362  -0.313
C -3.678 0.542 1.308  0.464
C -3.154 1.345 2.310  -0.418
C -3.985 2.124 3.106  -0.457
C -5.357 2.087 2.921  -0.797
C -5.898 1.244 1.958  -0.668
C -5.068 0.472 1.164  -0.296
P -1.482 -0.137 -2.291  2.294
C -0.817 1.237 -3.294  0.307
C -1.317 2.528 -3.241  0.262
C -0.685 3.557 -3.929  -0.217
C 0.454 3.301 -4.677  -0.794
C 0.953 2.004 -4.747  -0.450
C 0.321 0.979 -4.063  -0.630
C -1.652 -1.345 -3.681  0.493
C -1.392 -2.710 -3.636  -0.396
C -1.658 -3.521 -4.733  -1.151
C -2.200 -2.986 -5.890  -0.647
C -2.490 -1.631 -5.942  -0.685
C -2.220 -0.824 -4.851  -0.609
H -6.906 0.170 -4.451  0.366
H -8.247 2.205 -4.795  0.359
H -6.446 4.115 -1.643  0.350
H -4.980 2.178 -1.179  0.258
H -3.500 -1.671 2.666  0.425
H -4.069 -3.982 3.270  0.414
H -4.050 -5.759 1.547  0.377
H -3.407 -5.204 -0.782  0.463
H -2.806 -2.905 -1.375  -0.015
H -2.093 1.346 2.496  0.434
H -3.547 2.760 3.865  0.460
H -6.007 2.700 3.534  0.374
H -6.971 1.187 1.823  0.447
H -5.502 -0.188 0.422  0.396
H -2.195 2.720 -2.648  -0.277
H -1.089 4.561 -3.871  0.442
H 0.951 4.104 -5.206  0.359
H 1.840 1.787 -5.329  0.457
H 0.727 -0.024 -4.128  0.134
H -1.002 -3.190 -2.749  0.228
H -1.434 -4.578 -4.670  0.501
H -2.403 -3.620 -6.745  0.378
H -2.930 -1.201 -6.832  0.428
H -2.456 0.231 -4.909  0.469

Properties
Total charge: -1
Relative energy (zero: lowest compared OMol25 entry of this formula, charge and spin) in kJ/mol: 0.0
HOMO-LUMO gap (spin up / spin down) in eV: 5.0 / 6.9
Calculated total energy in eV: -98930.1166
2S+1: 3
E_LUMO (spin up / spin down) in Ha: 0.080 / 0.063

No. 2
Computed, not measured: the molecule C4H9NO2S at a distorted geometry, with ωB97M-V with the def2-TZVPD basis set.

Last column: natural (NBO) charge in e.
Positions of all 17 atoms, in Å:
C 0.210 -0.857 1.039  -0.276
C -0.369 0.261 0.087  -0.014
C -0.645 1.484 0.563  -0.382
C -0.532 -0.176 -1.296  -0.673
N 1.609 -0.923 0.839  -0.663
O 3.730 -0.641 -0.531  -0.856
O 2.604 1.398 0.315  -0.936
S 2.419 -0.098 -0.499  1.437
H -0.184 -0.699 2.122  0.227
H -0.280 -1.810 0.702  0.187
H -0.866 2.161 -0.247  0.197
H 3.599 1.498 0.496  0.480
H -0.386 1.869 1.580  0.218
H 0.430 -0.102 -1.839  0.216
H -1.241 0.445 -1.924  0.233
H -0.779 -1.260 -1.345  0.219
H 1.994 -1.788 1.056  0.386

Properties
Relative energy (zero: lowest compared OMol25 entry of this formula, charge and spin) in kJ/mol: 268.7
HOMO-LUMO gap (spin up / spin down) in eV: 5.3 / 6.6
Calculated total energy in eV: -20706.8621
2S+1: 3
E_LUMO (spin up / spin down) in Ha: 0.026 / -0.114

No. 3
Computed, not measured: a structure of composition C4H6LiO2Zn at a distorted geometry, with ωB97M-V with the def2-TZVPD basis set.

Last column: natural (NBO) charge in e.
Positions of all 14 atoms, in Å:
O 0.312 -1.970 -0.795  -0.882
C 0.046 -1.599 0.416  0.113
C 0.955 -0.632 1.031  -0.570
Zn -1.653 -1.531 -0.605  1.613
Li 1.171 -0.499 -1.709  0.895
H 1.991 -0.701 0.655  0.218
H 0.963 -0.644 2.127  0.268
C -0.243 0.928 -0.873  -0.492
C 0.246 0.844 0.540  -0.421
O -1.620 0.342 -0.985  -0.905
H -0.341 1.975 -1.191  0.202
H 1.020 1.606 0.705  0.256
H -0.566 0.954 1.279  0.197
H -2.279 0.928 -0.595  0.507

Properties
Total charge: +1
Relative energy (zero: lowest compared OMol25 entry of this formula, charge and spin) in kJ/mol: 0.0
HOMO-LUMO gap in eV: 5.8
Calculated total energy in eV: -56952.9486
E_LUMO in Ha: -0.219

No. 4
Computed, not measured: a cluster of 3 separate species, C4H15NO2S in total at a distorted geometry, with ωB97M-V with the def2-TZVPD basis set.

Last column: natural (NBO) charge in e.
Positions of all 23 atoms, in Å:
C -0.737 1.623 -1.483  -0.568
N -0.065 0.320 -1.609  -0.637
C 0.722 -0.015 -0.441  -0.155
C 0.311 -1.393 -0.071  -0.555
S 0.756 -2.074 1.634  -0.227
C 2.254 0.199 -0.692  -0.637
H -0.137 2.531 -1.371  0.142
H -1.163 1.914 -2.463  0.195
H -1.515 1.559 -0.704  0.182
H 0.374 0.210 -2.509  0.360
H 0.541 0.724 0.334  0.206
H -0.738 -1.623 -0.251  0.230
H 0.800 -2.135 -0.730  0.196
H 2.076 -1.876 1.746  0.093
H 2.879 0.093 0.192  0.210
H 2.580 -0.450 -1.512  0.189
H 2.477 1.222 -1.026  0.203
H 0.291 2.774 0.069  0.457
H -0.795 3.085 1.004  0.418
O 0.125 3.361 0.835  -1.002
H -3.228 -0.050 0.791  0.367
H -3.065 -1.334 -0.131  0.441
O -3.637 -0.592 0.093  -1.108

Properties
Total charge: -1
Relative energy (zero: lowest compared OMol25 entry of this formula, charge and spin) in kJ/mol: 101.6
HOMO-LUMO gap (spin up / spin down) in eV: 2.3 / 9.1
Calculated total energy in eV: -20809.6312
2S+1: 2
E_LUMO (spin up / spin down) in Ha: 0.116 / 0.118

> Among the records above, which one has the lowest calculated total energy?

C49H42N5O6P2TeW

> Which of these has the highest calculated total energy?

C4H9NO2S

> Number 2 is which compound?

C4H9NO2S